(A)
Here is one molecule with the formula C6H8F3NO3 from the Open Molecules 2025 dataset. Energies are from wB97M-V/def2-TZVPD.

Computed properties:
Structure (SMILES) = C[C@@](O)([N+](=O)[O-])C1(C(F)(F)F)CC1

Each atom is followed by the atoms it is bonded to, with distances in Å.
Geometry (Å):
1 C 1.9251 0.7138 -0.0793  C2 1.582, H14 1.010, H15 1.088, H16 1.159
2 C 0.4732 0.6157 -0.6998  C1 1.582, O3 1.375, N4 1.531, C7 1.727
3 O -0.1046 1.8603 -0.7933  C2 1.375, H17 1.039
4 N 0.4274 0.0163 -2.1080  C2 1.531, O5 1.211, O6 1.214
5 O -0.5879 0.3054 -2.7019  N4 1.211
6 O 1.2787 -0.7515 -2.5068  N4 1.214
7 C -0.5170 -0.3404 0.3432  C2 1.727, C8 1.559, C12 1.547, C13 1.447
8 C 0.1643 -1.6236 0.9077  C7 1.559, F9 1.360, F10 1.308, F11 1.373
9 F -0.7163 -2.6153 1.2066  C8 1.360
10 F 1.1245 -2.1360 0.1816  C8 1.308
11 F 0.8112 -1.2121 2.0472  C8 1.373
12 C -1.2260 0.5412 1.3977  C7 1.547, C13 1.522, H18 1.144, H19 1.093
13 C -1.9542 -0.1833 0.2745  C7 1.447, C12 1.522, H20 1.093, H21 1.142
14 H 2.2736 1.6606 -0.1297  C1 1.010
15 H 2.6910 0.2011 -0.6572  C1 1.088
16 H 1.8639 0.3741 1.0270  C1 1.159
17 H -0.5943 1.7709 -1.7053  O3 1.039
18 H -0.9579 1.6530 1.4196  C12 1.144
19 H -1.2635 0.0026 2.3484  C12 1.093
20 H -2.4192 -1.0601 0.7327  C13 1.093
21 H -2.6921 0.2072 -0.5049  C13 1.142


(B)
Here is a 2-piece molecular cluster, C6H8F3NO3 overall from the Open Molecules 2025 dataset. Energies are from wB97M-V/def2-TZVPD.

Each atom is followed by the atoms it is bonded to, with distances in Å.
Geometry (Å):
1 C 0.9888 1.8942 -0.7710  C2 1.556, C3 1.455, H14 1.153, H15 1.091
2 C 0.6822 1.6358 0.7326  C1 1.556, C3 1.476, H16 1.123, H17 1.153
3 C 0.9438 0.5452 -0.2263  C1 1.455, C2 1.476, C6 1.482
4 C -0.6042 -2.2133 0.6127  C5 1.475, H18 1.143, H19 1.164, H20 1.131
5 C -0.7086 -1.3239 -0.5599  C4 1.475, N7 1.395, O10 1.342
6 C 2.1899 -0.2426 -0.0721  C3 1.482, F11 1.371, F12 1.346, F13 1.385
7 N -1.5051 -0.1887 -0.4066  C5 1.395, O8 1.242, O9 1.328
8 O -1.8557 0.2805 0.6882  N7 1.242
9 O -1.8814 0.3190 -1.5742  N7 1.328
10 O -0.5828 -1.6614 -1.8527  C5 1.342, H21 1.077
11 F 3.1814 0.2061 -0.9054  C6 1.371
12 F 2.6286 -0.1375 1.1957  C6 1.346
13 F 2.1144 -1.5953 -0.3595  C6 1.385
14 H 0.0699 2.0498 -1.4495  C1 1.153
15 H 1.9251 2.1328 -1.2775  C1 1.091
16 H 1.5275 1.6437 1.4723  C2 1.123
17 H -0.3716 1.6810 1.1994  C2 1.153
18 H 0.1070 -3.0514 0.2996  C4 1.143
19 H -1.6706 -2.4347 1.0224  C4 1.164
20 H 0.0118 -1.6956 1.4073  C4 1.131
21 H -1.0411 -0.7541 -2.2088  O10 1.077


Least stable structure: (B)


(A)
Here is one molecule with the formula C21H26N2O5S from the Open Molecules 2025 dataset. Energies are from wB97M-V/def2-TZVPD.

Computed properties:
Structure (SMILES) = COc1ccc(OC)c(N(CC(=O)N2CCCC2)S(=O)(=O)c2ccc(C)cc2)c1

Each atom is followed by the atoms it is bonded to, with distances in Å.
Geometry (Å):
1 C 2.7651 3.7896 -0.3889  O2 1.409, H30 1.094, H31 1.089, H32 1.095
2 O 1.4990 3.9273 -0.9907  C1 1.409, C3 1.361
3 C 0.6654 2.8517 -0.9831  O2 1.361, C4 1.392, C29 1.389
4 C -0.5954 3.0371 -1.5440  C3 1.392, C5 1.381, H33 1.078
5 C -1.5208 2.0124 -1.5545  C4 1.381, C6 1.390, H34 1.078
6 C -1.2212 0.7728 -1.0015  C5 1.390, O7 1.369, C9 1.403
7 O -2.1055 -0.2686 -0.9094  C6 1.369, C8 1.407
8 C -3.3976 -0.0984 -1.4386  O7 1.407, H35 1.095, H36 1.094, H37 1.089
9 C 0.0621 0.5706 -0.4728  C6 1.403, N10 1.411, C29 1.387
10 N 0.4476 -0.6421 0.1365  C9 1.411, C11 1.443, S19 1.669
11 C 0.2912 -1.8898 -0.5720  N10 1.443, C12 1.530, H38 1.094, H39 1.092
12 C 1.3592 -1.9988 -1.6618  C11 1.530, O13 1.219, N14 1.340
13 O 1.0653 -2.1216 -2.8383  C12 1.219
14 N 2.6310 -1.9334 -1.2452  C12 1.340, C15 1.451, C18 1.455
15 C 3.1223 -1.8306 0.1165  N14 1.451, C16 1.528, H40 1.096, H41 1.091
16 C 4.6120 -2.1435 -0.0129  C15 1.528, C17 1.527, H42 1.091, H43 1.088
17 C 4.9517 -1.5928 -1.3963  C16 1.527, C18 1.524, H44 1.091, H45 1.088
18 C 3.7195 -1.9688 -2.2108  N14 1.455, C17 1.524, H46 1.096, H47 1.092
19 S 0.2961 -0.6306 1.7986  N10 1.669, O20 1.436, O21 1.435, C22 1.783
20 O 0.6478 -1.9424 2.2660  S19 1.436
21 O 1.0541 0.4844 2.2885  S19 1.435
22 C -1.4414 -0.3232 2.0566  S19 1.783, C23 1.381, C28 1.380
23 C -2.3181 -1.3890 2.0955  C22 1.381, C24 1.382, H48 1.078
24 C -3.6768 -1.1419 2.1556  C23 1.382, C25 1.393, H49 1.080
25 C -4.1616 0.1635 2.1631  C24 1.393, C26 1.498, C27 1.391
26 C -5.6367 0.4162 2.2260  C25 1.498, H50 1.088, H51 1.087, H52 1.090
27 C -3.2575 1.2193 2.1245  C25 1.391, C28 1.384, H53 1.080
28 C -1.8952 0.9802 2.0684  C22 1.380, C27 1.384, H54 1.078
29 C 0.9866 1.6042 -0.4633  C3 1.389, C9 1.387, H55 1.076
30 H 2.6801 3.4955 0.6616  C1 1.094
31 H 3.2296 4.7723 -0.4554  C1 1.089
32 H 3.3834 3.0605 -0.9222  C1 1.095
33 H -0.8400 4.0000 -1.9624  C4 1.078
34 H -2.4914 2.1980 -1.9851  C5 1.078
35 H -3.9316 0.7134 -0.9347  C8 1.095
36 H -3.3687 0.0898 -2.5161  C8 1.094
37 H -3.9138 -1.0384 -1.2504  C8 1.089
38 H -0.6899 -1.9772 -1.0481  C11 1.094
39 H 0.4156 -2.6845 0.1658  C11 1.092
40 H 2.9667 -0.8184 0.5056  C15 1.096
41 H 2.6025 -2.5192 0.7841  C15 1.091
42 H 4.7720 -3.2221 0.0072  C16 1.091
43 H 5.1972 -1.6885 0.7829  C16 1.088
44 H 5.0581 -0.5084 -1.3514  C17 1.091
45 H 5.8645 -2.0167 -1.8091  C17 1.088
46 H 3.8060 -2.9783 -2.6284  C18 1.096
47 H 3.5065 -1.2829 -3.0334  C18 1.092
48 H -1.9227 -2.3921 2.0834  C23 1.078
49 H -4.3732 -1.9670 2.1886  C24 1.080
50 H -6.1716 -0.2525 1.5548  C26 1.088
51 H -5.8698 1.4444 1.9618  C26 1.087
52 H -6.0012 0.2333 3.2367  C26 1.090
53 H -3.6216 2.2365 2.1303  C27 1.080
54 H -1.1783 1.7851 2.0361  C28 1.078
55 H 1.9435 1.4037 -0.0135  C29 1.076


(B)
Here is one molecule with the formula C21H26N2O5S from the Open Molecules 2025 dataset. Energies are from wB97M-V/def2-TZVPD.

Computed properties:
Structure (SMILES) = O=C(COC(=O)[C@@H]1C[C@@H]2C=C[C@H]1C2)Nc1cccc(S(=O)(=O)N2CCCCC2)c1

Each atom is followed by the atoms it is bonded to, with distances in Å.
Geometry (Å):
1 O 1.2449 -0.1384 1.9634  C2 1.207
2 C 1.5996 -0.7420 0.9796  O1 1.207, C3 1.542, N14 1.356
3 C 3.0881 -0.8650 0.5972  C2 1.542, O4 1.428, H30 1.091, H31 1.096
4 O 3.4382 -0.0710 -0.5363  C3 1.428, C5 1.333
5 C 3.2234 -0.5617 -1.7568  O4 1.333, O6 1.210, C7 1.504
6 O 2.6519 -1.6073 -1.9661  C5 1.210
7 C 3.8019 0.3476 -2.8060  C5 1.504, C8 1.537, C12 1.563, H32 1.092
8 C 3.4325 -0.0498 -4.2441  C7 1.537, C9 1.548, H33 1.089, H34 1.089
9 C 4.8107 -0.3176 -4.8952  C8 1.548, C10 1.507, C13 1.533, H35 1.087
10 C 5.3444 -1.5533 -4.2174  C9 1.507, C11 1.326, H36 1.074
11 C 5.6715 -1.2185 -2.9765  C10 1.326, C12 1.508, H37 1.075
12 C 5.3615 0.2473 -2.8072  C7 1.563, C11 1.508, C13 1.531, H38 1.086
13 C 5.6627 0.7615 -4.2173  C9 1.533, C12 1.531, H39 1.089, H40 1.089
14 N 0.7914 -1.3833 0.1001  C2 1.356, C15 1.396, H41 1.020
15 C -0.6027 -1.4525 0.1148  N14 1.396, C16 1.395, C29 1.393
16 C -1.2451 -1.8765 -1.0490  C15 1.395, C17 1.383, H42 1.081
17 C -2.6240 -1.9648 -1.0996  C16 1.383, C18 1.386, H43 1.079
18 C -3.3824 -1.6263 0.0098  C17 1.386, C19 1.381, H44 1.077
19 C -2.7370 -1.2216 1.1615  C18 1.381, S20 1.792, C29 1.379
20 S -3.7379 -0.7643 2.5760  C19 1.792, O21 1.436, O22 1.435, N23 1.678
21 O -2.9293 -0.8314 3.7611  S20 1.436
22 O -4.9523 -1.5275 2.5451  S20 1.435
23 N -4.1207 0.8087 2.1353  S20 1.678, C24 1.449, C28 1.449
24 C -3.0778 1.7779 2.4041  N23 1.449, C25 1.529, H45 1.096, H46 1.091
25 C -3.0749 2.2425 3.8605  C24 1.529, C26 1.527, H47 1.091, H48 1.090
26 C -4.4573 2.7663 4.2425  C25 1.527, C27 1.527, H49 1.094, H50 1.091
27 C -5.5039 1.6865 3.9767  C26 1.527, C28 1.528, H51 1.091, H52 1.092
28 C -5.4451 1.2611 2.5105  N23 1.449, C27 1.528, H53 1.096, H54 1.090
29 C -1.3626 -1.1331 1.2382  C15 1.393, C19 1.379, H55 1.077
30 H 3.6897 -0.4770 1.4204  C3 1.091
31 H 3.3320 -1.9152 0.4008  C3 1.096
32 H 3.5090 1.3706 -2.5625  C7 1.092
33 H 2.8045 -0.9398 -4.2563  C8 1.089
34 H 2.9115 0.7574 -4.7568  C8 1.089
35 H 4.7937 -0.3351 -5.9815  C9 1.087
36 H 5.3701 -2.5259 -4.6718  C10 1.074
37 H 6.0302 -1.8525 -2.1867  C11 1.075
38 H 5.8302 0.7510 -1.9664  C12 1.086
39 H 5.3105 1.7755 -4.3984  C13 1.089
40 H 6.7190 0.6868 -4.4701  C13 1.089
41 H 1.2397 -1.7810 -0.7256  N14 1.020
42 H -0.6511 -2.1381 -1.9132  C16 1.081
43 H -3.1064 -2.2970 -2.0061  C17 1.079
44 H -4.4580 -1.6870 0.0099  C18 1.077
45 H -3.2428 2.6295 1.7336  C24 1.096
46 H -2.1252 1.3127 2.1480  C24 1.091
47 H -2.3181 3.0173 3.9927  C25 1.091
48 H -2.8173 1.3911 4.4912  C25 1.090
49 H -4.6916 3.6536 3.6471  C26 1.094
50 H -4.4712 3.0532 5.2955  C26 1.091
51 H -6.5047 2.0513 4.2143  C27 1.091
52 H -5.2944 0.8127 4.5971  C27 1.092
53 H -5.7084 2.0993 1.8560  C28 1.096
54 H -6.1235 0.4293 2.3205  C28 1.090
55 H -0.8969 -0.8362 2.1632  C29 1.077


Least stable structure: (A)